Entry 1
This record from the OMol25 dataset describes a single C4H6N4O molecule. The level of theory is ωB97M-V/def2-TZVPD.

Geometry as XYZ:
```
15
Properties=species:S:1:pos:R:3
H -3.96384 0.66319 -0.16543
H -4.22709 -1.15860 -0.03510
C 0.42627 -0.84786 0.18548
H 0.19403 -1.35092 1.12809
C -0.31432 0.44154 0.01775
N -2.30224 -0.56531 0.03005
H 2.70480 1.50936 -0.01735
C 1.73990 1.04506 0.10497
N -1.57155 0.60731 -0.06872
H 0.36960 -1.48749 -0.72403
C -3.54336 -0.33203 -0.08296
N 0.57864 1.54781 -0.10131
H 3.42796 -1.16613 0.19458
O 2.74616 -0.95120 -0.42761
N 1.82005 -0.33840 0.38122
```

Results
- SMILES string = C=N/N=C1\CN(O)C=N1
- 2S+1 = 1
- charge = 0
- E_HOMO (Eh) = -0.33149


Entry 2
This record from the OMol25 dataset describes a single C4H6N4O molecule. The level of theory is ωB97M-V/def2-TZVPD.

Geometry as XYZ:
```
15
Properties=species:S:1:pos:R:3
H -1.03296 -2.31627 -0.87716
H -2.12093 -0.57600 1.25253
N -0.86919 -0.14312 -0.73186
H 0.88315 -0.00194 1.38531
C 0.81967 -1.63358 -0.09001
N -1.49059 0.23119 1.48874
N -0.48267 -1.41411 -0.42839
O 0.17854 0.40258 -1.65327
C -0.89744 0.74466 0.46075
H 1.32879 1.98269 -1.55629
C 0.51585 1.57529 -0.90892
H 1.51762 -2.53666 -0.60423
H 0.12299 2.67399 1.15395
C 0.04945 1.85493 0.35810
N 1.47772 -0.84363 0.75076
```

Results
- SMILES string = [H]/N=C\Nn1occ/c1=N/[H]
- 2S+1 = 1
- charge = 0
- E_HOMO (Eh) = -0.33458


Tell me which of them is the most stable. Sure, it is entry 1.


Entry 1
This record from the OMol25 dataset describes C4H12NOSe2 as an isolated structure. The level of theory is ωB97M-V/def2-TZVPD.

Geometry as XYZ:
```
20
Properties=species:S:1:pos:R:3
H -1.72781 -2.08259 1.30408
H 0.05613 -2.10830 -0.19277
H -0.30618 -1.33197 1.98638
H 0.93886 0.58876 -2.22163
H 0.94694 0.31806 0.70867
H 1.30843 -1.30239 -1.49896
H -1.10279 1.97843 -0.69183
Se 3.14091 0.71958 -0.82349
C -1.20154 -1.07500 1.26358
H -2.87198 -0.32627 2.04244
H 0.60921 2.28834 -0.57612
C -0.50463 -1.00340 -0.13696
C 1.30918 0.12541 -1.37164
H 3.10310 1.80176 -1.71862
O -2.08397 -0.05784 1.57230
Se -0.53357 2.06239 1.80071
H -1.16882 -0.88052 -1.08719
C -0.19389 1.68028 -0.15314
N 0.39198 0.25577 -0.23364
H 0.74613 2.96193 2.04537
```

Results
- 2S+1 = 1
- charge = +1
- E_HOMO (Eh) = -0.47301


Entry 2
This record from the OMol25 dataset describes a 2-piece molecular cluster, C4H12NOSe2 overall. The level of theory is ωB97M-V/def2-TZVPD.

Geometry as XYZ:
```
20
Properties=species:S:1:pos:R:3
C -1.98223 -0.55409 0.37926
H 0.96323 1.41192 -1.22914
H -2.02606 -0.31777 2.30926
H -0.84914 -1.52014 -1.08754
H -0.44833 0.44767 -1.93123
N 0.39709 0.00173 0.03790
C 0.07621 1.01267 -1.00712
C 1.74871 -0.41896 -0.17154
H 2.09805 -0.93426 -1.03550
H 0.27535 0.28921 0.95171
O -1.74450 0.19725 1.58248
Se -1.09949 2.43886 -0.20256
H -2.53866 0.05023 -0.45616
Se 3.02752 0.80530 0.47431
H -2.77557 -1.42802 0.58307
H -0.73884 3.32058 -1.34334
H 2.18489 -1.79347 1.62464
H -0.22368 -2.03695 0.50851
H 4.27434 0.14164 0.15337
C -0.61886 -1.11343 -0.14040
```

Results
- 2S+1 = 1
- charge = +1
- E_HOMO (spin up / spin down) (Eh) = -0.47283 / -0.45144


Tell me which of them is the most stable. Sure, it is entry 1.


Entry 1
This record from the OMol25 dataset describes a single C5H9NOS molecule. The level of theory is ωB97M-V/def2-TZVPD.

Geometry as XYZ:
```
17
Properties=species:S:1:pos:R:3
H 0.60119 -1.24131 1.37701
H 0.50183 1.42611 1.75413
H -1.01784 -1.35106 1.45428
C -1.25445 0.75592 0.38697
H -2.81089 -0.80689 1.65513
H 1.51796 1.45191 -0.89146
O 0.78210 1.76893 -0.30479
C 0.26522 0.93458 0.62816
C 1.06319 -0.42634 0.79515
H -1.47814 1.73966 0.49068
H -1.68147 -1.82248 -1.10083
N -1.50910 0.32536 -1.00896
H -3.39984 -0.76047 -1.06242
C -2.19675 -0.97475 -0.70102
H -0.60463 0.39035 -1.63844
C -1.90248 -0.68806 0.91016
S 2.30190 -0.81643 -0.29085
```

Results
- SMILES string = O[C@H](C=S)[C@@H]1CCN1
- 2S+1 = 1
- charge = 0
- E_HOMO (Eh) = -0.31657


Entry 2
This record from the OMol25 dataset describes C5H9NOS as an isolated structure. The level of theory is ωB97M-V/def2-TZVPD.

Geometry as XYZ:
```
17
Properties=species:S:1:pos:R:3
C -1.39001 -0.93831 0.08236
C 1.47325 0.85098 -1.11638
H -1.20566 -1.97959 0.25431
N -0.60900 -0.03851 -0.25440
H 1.79556 1.70893 1.36356
H 1.06727 1.82498 -1.09177
H 1.49845 0.43750 -2.07501
S 1.50343 -1.71721 0.07110
H -3.01117 0.35315 -0.44939
C 0.80448 -0.03481 -0.08572
C 1.13075 0.86093 1.68313
H -3.39771 -1.14266 0.64043
O 0.74041 0.53888 2.76630
H 2.46091 0.76672 -0.94933
H -3.18151 -1.20793 -1.10027
H 1.11555 -2.19352 -1.15353
C -2.90532 -0.69423 -0.21356
```

Results
- 2S+1 = 1
- charge = 0
- E_HOMO (Eh) = -0.33017


Tell me which of them is the most stable. Sure, it is entry 2.


Entry 1
This record from the OMol25 dataset describes a single C5H9NOS molecule. The level of theory is ωB97M-V/def2-TZVPD.

Geometry as XYZ:
```
17
Properties=species:S:1:pos:R:3
C -0.28188 0.01960 0.11385
C -0.45310 1.60406 0.09438
H 0.18012 2.24467 1.01961
H 0.67667 -0.68370 -1.65249
H 0.63368 0.76710 1.98569
S 2.47199 -0.32122 -0.21864
H -1.87931 -2.11153 1.01050
H -3.20412 -1.95970 -0.51118
H -2.27028 0.01160 -0.63010
H 0.20945 -0.91671 2.18455
C -0.04994 -0.03081 1.64460
O -1.28807 2.21748 -0.62192
C -1.99169 -1.84051 -0.18768
C 0.97448 -0.34504 -0.63045
H -1.46054 -2.74400 -0.82138
H -0.99969 0.24027 2.11243
N -1.47437 -0.55602 -0.34745
```

Results
- SMILES string = CN[C@](C)(C=O)C=S
- 2S+1 = 1
- charge = 0
- E_HOMO (Eh) = -0.32051


Entry 2
This record from the OMol25 dataset describes a single C5H9NOS molecule. The level of theory is ωB97M-V/def2-TZVPD.

Geometry as XYZ:
```
17
Properties=species:S:1:pos:R:3
H 0.47830 2.57109 -0.42867
S 3.09408 -0.95698 0.00792
C 2.07669 0.34416 0.00330
N 0.77223 0.41673 -0.13560
C -1.11508 -1.04494 -1.02674
H -1.18811 -2.02371 -1.52936
H -1.11529 -0.13812 -1.66054
H -1.12186 -1.72152 1.49754
C -0.98096 -0.83486 1.10131
H 0.94351 -1.50052 0.01110
H -1.00111 1.59716 -0.65245
H -0.32383 1.75287 1.04794
C 0.01623 1.61887 -0.04186
H 2.53416 1.42377 -0.02959
C 0.00000 -0.75595 0.04019
H -0.98723 -0.00438 1.76923
O -2.08174 -0.74370 0.02628
```

Results
- SMILES string = CN(C=S)C1COC1
- 2S+1 = 1
- charge = 0
- E_HOMO (Eh) = -0.30835


Tell me which of them is the most stable. Sure, it is entry 2.


Entry 1
This record from the OMol25 dataset describes an isolated ion of composition C4H8N3 and charge +1. The level of theory is ωB97M-V/def2-TZVPD.

Geometry as XYZ:
```
15
Properties=species:S:1:pos:R:3
H 2.37897 -1.05976 0.99538
N 1.08435 0.00593 0.06084
H 2.66048 -0.91129 -0.85445
H -2.39522 -1.66316 -0.75506
N 0.04933 -0.86398 -0.02454
H -2.37577 -1.10145 0.97273
C 0.56295 1.45300 -0.08554
C 2.44630 -0.41058 0.14891
N -0.73705 1.25714 -0.15025
H -1.52539 1.88338 -0.07202
H 1.46492 2.14192 0.09240
C -1.06856 -0.14355 -0.08993
C -2.44412 -0.78666 -0.09882
H -3.30391 -0.24283 -0.42611
H 3.20271 0.44190 0.28645
```

Results
- SMILES string = Cc1n[n+](C)c[nH]1
- 2S+1 = 1
- charge = +1
- E_HOMO (Eh) = -0.52689


Entry 2
This record from the OMol25 dataset describes an isolated ion of composition C4H8N3 and charge +1. The level of theory is ωB97M-V/def2-TZVPD.

Geometry as XYZ:
```
15
Properties=species:S:1:pos:R:3
N 1.95952 0.04059 0.89564
N 0.53665 -1.26756 -0.21739
C -1.27338 0.19493 0.95798
C 1.66729 -1.22529 0.35014
H 0.06482 -2.02777 -0.68976
C -0.35417 1.01022 -1.27862
H 2.40546 -2.00345 0.46681
H -2.06817 -0.35416 0.46021
N 1.03276 0.81816 0.70192
H -0.31972 2.08999 -1.12983
H -1.63562 1.18919 1.21664
C -0.07367 0.35025 0.04945
H 0.40384 0.75411 -2.01474
H -1.34089 0.74294 -1.65018
H -1.00472 -0.31214 1.88172
```

Results
- SMILES string = CC1(C)N=NC=[NH+]1
- 2S+1 = 1
- charge = +1
- E_HOMO (Eh) = -0.56849


Tell me which of them is the most stable. Sure, it is entry 1.


Entry 1
This record from the OMol25 dataset describes a single CH2N2S4 molecule. The level of theory is ωB97M-V/def2-TZVPD.

Geometry as XYZ:
```
9
Properties=species:S:1:pos:R:3
H -1.99452 -2.83582 -0.90181
S -0.25689 0.88998 -1.60858
C 0.77072 1.00597 0.76878
N 0.07809 1.68543 -0.11383
S -0.59079 -2.79017 -0.82265
H -0.13891 2.63368 0.14234
S 1.53722 1.58203 2.10056
S 0.95602 -0.87872 0.66272
N -0.36094 -1.29238 -0.22753
```

Results
- 2S+1 = 1
- charge = 0
- E_HOMO (spin up / spin down) (Eh) = -0.29903 / -0.32243


Entry 2
This record from the OMol25 dataset describes a 2-piece molecular cluster, CH2N2S4 overall. The level of theory is ωB97M-V/def2-TZVPD.

Geometry as XYZ:
```
9
Properties=species:S:1:pos:R:3
N -0.50012 -1.95568 1.05406
S 1.61167 -0.68811 -1.01769
H 0.48676 2.23688 -1.78553
S -0.64881 2.05944 -1.10252
C 1.33434 0.04318 0.33951
S 0.32804 1.41837 0.54992
S -2.81649 -1.22972 0.03071
N -1.52970 -1.69749 0.65072
H 1.73432 -0.18686 1.28081
```

Results
- SMILES string = N#[N+][S-].S=CSS
- 2S+1 = 1
- charge = 0
- E_HOMO (Eh) = -0.32904


Tell me which of them is the most stable. Sure, it is entry 2.